[1]
C14H22BrN2O4 | ωB97M-V/def2-TZVPD

Each line ends with the natural charge from an NBO analysis.
Positions of all 43 atoms, in Å:
Br -1.492 1.158 0.534  -0.0110
C -1.935 3.106 0.564  -0.4559
C -2.431 3.687 -0.848  -0.4193
C -3.648 2.883 -1.520  -0.4602
C -5.000 3.083 -0.659  0.1880
C -5.736 4.400 -0.327  -0.0658
N -6.904 4.142 0.507  -0.4913
C -6.946 2.720 0.706  0.2335
N -5.841 2.089 0.002  -0.4965
H -0.937 3.644 0.800  0.2470
H -2.633 3.355 1.447  0.2302
H -2.722 4.790 -0.670  0.2255
H -1.540 3.702 -1.568  0.2452
H -3.761 3.298 -2.593  0.2694
H -3.354 1.776 -1.570  0.2640
H -5.418 5.436 -0.689  0.2738
H -7.573 4.843 0.877  0.4785
H -7.740 2.175 1.313  0.2766
H -5.710 1.067 0.007  0.4687
O 5.252 -1.298 0.166  -0.5538
C 4.257 -0.622 0.148  0.7879
O 2.996 -1.125 0.034  -0.4946
C 2.062 -0.045 -0.066  -0.0694
C 2.765 1.146 0.542  -0.4296
C 4.215 0.881 0.198  -0.5302
H 1.818 0.109 -1.121  0.1772
H 1.149 -0.299 0.475  0.1956
H 2.393 2.102 0.167  0.2163
H 2.638 1.138 1.629  0.2122
H 4.481 1.278 -0.784  0.2406
H 4.887 1.267 0.965  0.2499
O 1.746 -7.388 -0.128  -0.5645
C 2.478 -6.445 0.028  0.7865
O 2.137 -5.321 0.715  -0.4944
C 3.196 -4.361 0.612  -0.0717
C 4.431 -5.166 0.283  -0.4308
C 3.868 -6.309 -0.534  -0.5295
H 2.944 -3.646 -0.175  0.1856
H 3.299 -3.825 1.557  0.1951
H 5.194 -4.587 -0.240  0.2325
H 4.875 -5.557 1.204  0.2083
H 3.800 -6.058 -1.595  0.2353
H 4.440 -7.226 -0.390  0.2450

Forces on atoms 1 to 6 (eV/Å):
-0.50 1.12 -0.02
0.66 1.76 0.12
0.04 -0.07 0.47
-0.09 0.36 0.50
-3.27 2.92 1.52
1.28 -3.00 -0.41

Calculated values
M in g mol⁻¹: 362.2
DFT total energy in eV: -96079.3056
E_HOMO in eV: -11.0
Charge: +1

=====

[2]
C14H22F3GeN2ORhS | ωB97M-V/def2-TZVPD

Each line ends with the natural charge from an NBO analysis.
Positions of all 45 atoms, in Å:
Rh 0.024 0.091 -0.065  0.5751
F -1.092 0.887 -5.237  -0.3143
C -0.508 -0.316 -5.124  0.9841
F 0.032 -0.601 -6.328  -0.3310
F -1.481 -1.216 -4.916  -0.3145
C 0.534 -0.345 -4.043  -0.2336
C 1.860 -0.579 -4.352  -0.1061
C 2.818 -0.609 -3.346  -0.3068
C 2.403 -0.415 -2.044  0.0730
N 1.130 -0.181 -1.742  -0.4675
C 0.170 -0.109 -2.705  0.0964
S -1.371 0.282 -2.040  -0.2125
H 2.145 -0.738 -5.382  0.2355
H 3.860 -0.781 -3.568  0.2276
H 3.089 -0.442 -1.207  0.2122
C 1.078 0.101 3.781  -1.0719
Ge 0.314 1.484 2.609  1.4816
C -1.641 1.282 2.580  -1.0795
C 0.785 3.253 3.328  -1.0695
C 1.060 1.265 0.790  -0.6442
H 0.649 0.177 4.782  0.2236
H 2.160 0.203 3.862  0.2280
H 0.847 -0.885 3.375  0.2237
H -2.007 1.104 3.593  0.2264
H -1.943 0.437 1.959  0.2476
H -2.109 2.187 2.194  0.2343
H 0.378 3.347 4.336  0.2270
H 0.368 4.049 2.711  0.2324
H 1.866 3.385 3.380  0.2282
H 1.829 1.938 0.398  0.1645
C -0.250 -4.823 3.125  -0.4065
N -0.853 -3.562 2.722  -0.4203
C -2.008 -3.037 3.441  -0.4051
C -0.382 -2.807 1.710  0.6991
C 0.829 -3.260 0.936  -0.7217
O -0.939 -1.746 1.422  -0.6898
H -0.863 -5.268 3.904  0.2147
H 0.755 -4.686 3.529  0.2014
H -0.204 -5.529 2.295  0.2056
H -2.327 -3.762 4.184  0.1997
H -2.827 -2.840 2.751  0.2211
H -1.760 -2.097 3.937  0.2113
H 1.372 -4.091 1.375  0.2180
H 1.483 -2.393 0.839  0.2549
H 0.505 -3.536 -0.069  0.2480

Forces on atoms 1 to 6 (eV/Å):
0.24 -0.12 0.32
0.01 -0.01 0.01
-0.04 0.00 -0.06
0.00 0.01 0.01
0.02 0.00 0.00
0.02 0.01 0.05

Calculated values
M in g mol⁻¹: 498.9
DFT total energy in eV: -98413.1591
ΔE to the lowest compared entry with this formula, charge and spin in eV: 0.4629
E_HOMO (spin up / spin down) in eV: -7.1 / -7.1

=====

[3]
C14H22N | ωB97M-V/def2-TZVPD

Each line ends with the natural charge from an NBO analysis.
Positions of all 37 atoms, in Å:
C -0.918 -2.234 2.206  -0.4391
N -1.100 -1.701 0.914  -0.5244
C -1.130 -0.159 0.706  -0.0306
C -2.546 0.330 1.160  -0.6358
C 0.021 0.734 1.316  -0.2822
C -0.392 2.069 0.809  -0.2082
C 0.033 2.532 -0.357  -0.1543
C 1.251 1.934 -1.057  -0.2861
C 0.925 0.791 -2.031  0.0310
C -0.292 0.348 -2.511  -0.2652
C -0.065 -0.750 -3.430  -0.2675
C 1.251 -0.940 -3.614  -0.1675
C 1.978 -0.034 -2.691  -0.5166
C 2.212 1.475 0.178  -0.3734
C 1.477 0.371 0.950  -0.4081
H -0.370 -1.434 2.832  0.2354
H -1.898 -2.386 2.712  0.2393
H -0.351 -3.118 2.226  0.2458
H -2.084 -2.002 0.571  0.4428
H -0.515 -2.087 0.157  0.4496
H -1.039 0.035 -0.338  0.2557
H -2.881 1.298 0.921  0.2636
H -2.696 0.110 2.183  0.2190
H -3.290 -0.434 0.884  0.2013
H -0.012 0.640 2.331  0.2152
H -1.027 2.730 1.482  0.2326
H -0.411 3.401 -0.759  0.2231
H 1.689 2.777 -1.596  0.2422
H -1.222 0.706 -2.157  0.2099
H -0.837 -1.247 -4.009  0.2276
H 1.714 -1.851 -4.191  0.2367
H 2.566 -0.596 -1.960  0.2541
H 2.891 0.467 -3.157  0.2698
H 2.215 2.329 0.802  0.2236
H 3.225 1.048 -0.257  0.2294
H 1.466 -0.554 0.480  0.1863
H 2.054 0.194 1.841  0.2251

Forces on atoms 1 to 6 (eV/Å):
0.16 1.97 4.08
-2.55 0.75 -4.21
-0.63 1.35 0.95
0.46 -3.27 0.05
-0.07 -0.98 -2.01
-0.72 1.75 1.38

Calculated values
M in g mol⁻¹: 204.3
DFT total energy in eV: -16355.4750
ΔE to the lowest compared entry with this formula, charge and spin in eV: 3.8114
E_HOMO in eV: -11.2
Structure (SMILES): C[NH2+][C@@H](C)[C@@H]1C=C[C@H](C2=CC=CC2)CC1
Charge: +1

=====

[4]
C14H22N2O3 | ωB97M-V/def2-TZVPD

Each line ends with the natural charge from an NBO analysis.
Positions of all 41 atoms, in Å:
C -0.957 -2.005 -3.477  -0.6143
C -2.087 -2.573 -2.619  -0.0377
C -1.829 -4.045 -2.310  -0.6079
N -2.165 -1.841 -1.365  -0.6421
C -2.715 -0.507 -1.466  -0.2418
C -3.080 0.014 -0.071  0.0818
O -3.996 -0.842 0.580  -0.7214
C -1.839 0.102 0.819  -0.0902
O -1.086 1.213 0.384  -0.5146
C 0.083 1.494 1.021  0.3795
C 0.780 2.608 0.550  -0.2752
C 1.973 2.984 1.130  -0.2051
C 2.507 2.266 2.197  -0.0676
C 3.823 2.644 2.810  -0.5196
C 4.971 1.764 2.318  0.6813
N 4.930 1.498 0.993  -0.8295
O 5.860 1.370 3.037  -0.6115
C 1.810 1.158 2.657  -0.1733
C 0.612 0.770 2.085  -0.3137
H -0.827 -2.609 -4.372  0.2078
H -0.032 -2.009 -2.908  0.2119
H -1.175 -0.985 -3.781  0.2055
H -3.035 -2.490 -3.190  0.1528
H -1.731 -4.614 -3.231  0.2114
H -0.911 -4.143 -1.736  0.2118
H -2.647 -4.468 -1.730  0.2033
H -2.722 -2.367 -0.696  0.3678
H -1.969 0.165 -1.897  0.2083
H -3.619 -0.475 -2.109  0.1585
H -3.503 1.026 -0.167  0.1714
H -4.791 -0.908 0.039  0.4736
H -2.163 0.228 1.859  0.1853
H -1.266 -0.827 0.722  0.1979
H 0.360 3.166 -0.272  0.2228
H 2.492 3.856 0.756  0.2120
H 4.079 3.677 2.560  0.2329
H 3.790 2.555 3.897  0.2426
H 4.137 1.761 0.433  0.4012
H 5.633 0.898 0.595  0.4036
H 2.210 0.587 3.482  0.2165
H 0.098 -0.094 2.475  0.2243

Forces on atoms 1 to 6 (eV/Å):
-0.34 -0.09 0.09
0.23 -0.14 -0.18
-0.13 0.31 -0.08
-0.22 -0.21 0.22
-0.12 0.09 0.18
0.49 0.48 -0.44

Calculated values
M in g mol⁻¹: 266.3
DFT total energy in eV: -23998.1445
ΔE to the lowest compared entry with this formula, charge and spin in eV: 1.3708
E_HOMO in eV: -8.5
Structure (SMILES): CC(C)NC[C@@H](O)COc1ccc(CC(N)=O)cc1

=====

[5]
C14H22N4O2 | ωB97M-V/def2-TZVPD

Each line ends with the natural charge from an NBO analysis.
Positions of all 42 atoms, in Å:
C 6.013 1.069 -1.023  -0.6108
C 5.237 0.729 0.240  -0.2064
N 4.038 -0.009 -0.075  -0.1548
N 3.944 -0.718 -1.203  -0.2773
C 2.764 -1.292 -1.182  -0.0230
C 2.062 -0.958 -0.004  -0.2248
C 0.755 -1.403 0.377  0.2195
N 0.174 -1.059 1.461  -0.1291
O -1.062 -1.660 1.567  -0.3840
C -1.361 -2.375 0.356  -0.0174
C -2.512 -1.686 -0.401  0.6568
O -2.635 -1.790 -1.604  -0.6333
N -3.343 -1.010 0.405  -0.6058
C -4.415 -0.177 -0.086  -0.2240
C -4.149 1.314 0.159  -0.2182
C -5.336 2.133 -0.340  -0.6026
C -2.860 1.751 -0.532  -0.6110
C -0.067 -2.352 -0.462  -0.4859
C 2.935 -0.120 0.691  0.2268
C 2.771 0.548 2.003  -0.6704
H 6.919 1.609 -0.764  0.2117
H 6.276 0.158 -1.552  0.2334
H 5.408 1.684 -1.683  0.2159
H 5.862 0.126 0.912  0.1986
H 4.948 1.641 0.769  0.2049
H 2.450 -1.916 -1.994  0.2102
H -1.686 -3.383 0.635  0.2158
H -3.077 -0.920 1.376  0.4134
H -4.495 -0.374 -1.158  0.2282
H -5.349 -0.473 0.402  0.1936
H -4.040 1.472 1.239  0.1886
H -6.254 1.826 0.157  0.2064
H -5.177 3.190 -0.144  0.2112
H -5.463 1.997 -1.412  0.2051
H -2.005 1.206 -0.138  0.2130
H -2.687 2.813 -0.377  0.2088
H -2.923 1.561 -1.601  0.2092
H 0.418 -3.326 -0.537  0.2316
H -0.251 -1.972 -1.469  0.2604
H 1.817 0.247 2.425  0.2698
H 2.785 1.632 1.889  0.2232
H 3.575 0.267 2.682  0.2228

Forces on atoms 1 to 6 (eV/Å):
-0.08 -0.06 0.16
0.56 0.19 -0.03
-0.71 -0.14 0.21
0.45 -0.19 -0.68
-0.10 0.19 0.47
0.80 0.42 0.06

Calculated values
M in g mol⁻¹: 278.4
DFT total energy in eV: -24929.7274
ΔE to the lowest compared entry with this formula, charge and spin in eV: 1.3486
E_HOMO in eV: -8.4
Structure (SMILES): CCn1ncc(C2=NO[C@@H](C(=O)NCC(C)C)C2)c1C

=====

[6]
C14H22N6O2 | ωB97M-V/def2-TZVPD

Each line ends with the natural charge from an NBO analysis.
Positions of all 44 atoms, in Å:
O -2.975 -0.386 0.993  -0.6510
O 0.696 -0.640 -2.290  -0.6681
C -2.611 -1.554 0.944  0.6903
C 0.016 -1.453 -1.675  0.6753
C -0.469 2.945 -2.495  -0.3025
C 3.557 1.592 -1.615  -0.0370
C -0.658 1.169 1.912  -0.0518
C 0.361 3.259 -1.437  -0.0861
C 2.314 1.857 -2.129  -0.0267
C 0.338 0.231 1.844  0.1419
C 0.451 1.217 3.827  0.2502
C 2.420 2.966 -0.230  0.2460
N -0.593 1.755 3.162  -0.4555
N 3.621 2.280 -0.413  -0.4797
N -0.228 -2.638 -2.251  -0.5827
N -1.450 -1.926 0.396  -0.6331
N 1.044 0.298 3.034  -0.4663
N 1.631 2.695 -1.242  -0.3051
C -3.482 -2.647 1.516  -0.7131
C -1.002 -3.799 -1.802  -0.4236
C 0.668 -0.672 0.669  -0.4274
C -0.505 -1.016 -0.282  -0.1291
H -0.212 2.215 -3.257  0.2238
H -1.436 3.430 -2.614  0.2462
H 4.334 0.980 -2.080  0.2795
H -1.404 1.377 1.150  0.2902
H 0.004 4.009 -0.734  0.2368
H 1.932 1.469 -3.072  0.2847
H 0.716 1.427 4.862  0.2666
H 2.189 3.648 0.586  0.2531
H -1.280 2.402 3.546  0.4719
H 4.462 2.375 0.167  0.4631
H 0.190 -2.724 -3.167  0.4258
H -1.249 -2.914 0.388  0.4098
H 1.801 -0.321 3.305  0.4627
H -4.354 -2.195 1.990  0.2631
H -2.929 -3.221 2.256  0.2323
H -3.819 -3.303 0.715  0.2421
H -0.987 -4.563 -2.583  0.2472
H -2.045 -3.526 -1.629  0.2132
H -0.566 -4.235 -0.902  0.1890
H 1.448 -0.168 0.097  0.2458
H 1.099 -1.602 1.043  0.2338
H -1.036 -0.091 -0.504  0.2546

Forces on atoms 1 to 6 (eV/Å):
0.43 0.15 -0.21
0.13 0.64 0.43
-1.74 0.90 0.72
0.34 -0.06 -0.30
1.83 0.30 1.91
-1.30 0.60 -0.15

Calculated values
M in g mol⁻¹: 306.4
DFT total energy in eV: -27896.2792
E_HOMO in eV: -15.0
Charge: +2